{"formula": "C4H5NO", "method": "the ωB97M-V functional and the def2-TZVPD basis", "homo_energy_ev": -9.1, "smiles": "C#C/C(C)=N\\O", "lumo_ev": 0.7, "fmax_ev_per_a": 3.72, "gap_ev": 9.8, "elements": ["C", "C", "O", "N", "C", "C", "H", "H", "H", "H", "H"], "xyz": [[0.77262, -1.52130, -0.23626], [0.50631, -0.08296, 0.02952], [0.26145, 2.05842, -0.04917], [1.36563, 0.83934, -0.10418], [-0.83212, 0.47451, 0.17395], [-2.05747, 0.40405, 0.24837], [0.58166, 2.67303, 0.62845], [0.28911, -1.80819, -1.17121], [0.31574, -2.10804, 0.56184], [1.84447, -1.70906, -0.28969], [-3.04740, 0.78021, 0.20838]], "forces_ev_per_angstrom": [[0.1, -0.1, 0.5], [-1.1, 0.7, -0.8], [3.4, -0.4, -0.4], [-1.5, 2.5, 0.3], [-2.3, -2.9, 0.5], [1.5, 0.3, -0.3], [0.2, -0.1, 0.0], [0.0, 0.1, 0.0], [0.1, -0.1, -0.1], [-0.1, 0.0, 0.0], [-0.3, 0.0, 0.2]]}


{"formula": "C27H28N5O2SiW", "method": "the ωB97M-V functional and the def2-TZVPD basis", "homo_energy_ev": -11.4, "charge": 1, "lumo_ev": -4.6, "fmax_ev_per_a": 1.20, "gap_ev": 6.8, "elements": ["W", "C", "C", "C", "C", "C", "C", "N", "C", "C", "C", "C", "C", "C", "N", "N", "C", "C", "C", "C", "C", "N", "H", "H", "H", "H", "H", "H", "H", "H", "H", "H", "H", "H", "H", "N", "C", "C", "O", "O", "H", "H", "H", "H", "C", "Si", "C", "C", "C", "C", "C", "C", "C", "H", "H", "H", "H", "H", "H", "H", "H", "H", "H", "H"], "xyz": [[-0.11857, 0.37860, 0.09866], [3.02030, 4.85042, 0.57967], [1.83045, 4.64786, 1.25745], [1.32486, 3.36139, 1.41132], [2.02209, 2.29591, 0.87260], [3.21497, 2.48581, 0.17815], [3.71363, 3.76947, 0.04267], [1.49844, 0.95629, 0.96852], [2.27735, -0.03498, 1.63941], [3.44357, 0.18103, 2.35568], [4.06031, -0.92408, 2.93010], [3.52860, -2.20096, 2.79278], [2.34419, -2.40527, 2.09308], [1.72830, -1.30892, 1.52327], [0.46322, -1.37369, 0.85544], [0.57704, -1.48853, -0.55807], [-0.70182, -1.89694, -1.04036], [-0.98070, -2.97039, -1.86282], [-2.29594, -3.10710, -2.27482], [-3.26983, -2.18327, -1.89078], [-2.90911, -1.12011, -1.09183], [-1.63563, -1.00437, -0.68424], [3.41177, 5.85168, 0.46225], [1.28993, 5.48730, 1.67328], [0.39730, 3.19365, 1.94206], [3.72550, 1.64149, -0.26722], [4.63694, 3.92735, -0.49822], [3.86662, 1.16984, 2.45922], [4.97131, -0.78372, 3.49584], [4.03251, -3.04335, 3.24629], [1.90421, -3.38800, 1.99494], [-0.19381, -3.64906, -2.15640], [-2.57530, -3.93659, -2.91130], [-4.29222, -2.28061, -2.22428], [-3.60074, -0.34265, -0.79514], [-1.33702, 0.36186, 2.21954], [-2.45232, 1.31376, 2.16562], [-2.65500, 1.73778, 0.71813], [-3.70581, 1.95722, 0.20121], [-1.47273, 1.80446, 0.04636], [-1.65039, -0.59651, 2.32731], [-0.70858, 0.55056, 2.99124], [-2.20605, 2.20811, 2.73921], [-3.38034, 0.90507, 2.55898], [0.67991, 3.11885, -2.15822], [0.57916, 1.24577, -2.23614], [-0.88932, 0.78853, -3.32637], [2.16464, 0.56657, -2.94517], [2.50574, 0.97214, -4.24134], [3.69285, 0.57412, -4.83554], [4.57473, -0.24046, -4.13764], [4.25820, -0.65407, -2.85259], [3.06332, -0.25767, -2.26795], [0.66215, 3.49035, -3.18778], [1.60607, 3.45793, -1.69634], [-0.16356, 3.56514, -1.63066], [-0.76182, 1.26733, -4.30149], [-1.83276, 1.14276, -2.90776], [-0.95187, -0.28832, -3.49774], [1.84005, 1.61795, -4.80627], [3.93246, 0.89912, -5.83954], [5.50348, -0.55330, -4.59662], [4.93990, -1.29341, -2.30578], [2.82517, -0.61534, -1.27293]], "forces_ev_per_angstrom": [[0.5, 1.0, 0.5], [0.1, 0.0, 0.0], [-0.1, 0.0, 0.0], [0.1, 0.1, 0.0], [0.0, -0.1, -0.2], [0.0, 0.1, 0.1], [0.0, 0.0, 0.0], [-0.1, -0.2, 0.1], [-0.1, 0.1, -0.1], [0.0, -0.1, 0.0], [0.0, 0.0, 0.0], [0.0, 0.0, 0.0], [0.1, 0.1, 0.0], [-0.2, -0.2, 0.0], [0.0, -0.3, 0.0], [-0.2, 0.1, 0.1], [0.1, -0.1, -0.2], [0.1, 0.1, 0.1], [-0.1, 0.0, 0.0], [0.0, 0.0, 0.0], [0.1, -0.1, -0.1], [-0.2, -0.1, 0.3], [0.0, 0.0, 0.0], [0.0, 0.0, 0.0], [0.0, 0.0, 0.0], [0.0, 0.0, 0.0], [0.0, 0.0, 0.0], [0.0, 0.0, 0.0], [0.0, 0.0, 0.0], [0.0, 0.0, 0.0], [0.0, 0.0, 0.0], [0.0, 0.0, 0.0], [0.0, 0.0, 0.0], [0.0, 0.0, 0.0], [0.0, 0.0, 0.0], [0.0, 0.0, -0.1], [0.0, 0.0, 0.0], [0.4, 0.0, -0.3], [0.0, 0.1, 0.1], [-0.3, -0.3, -0.1], [0.0, 0.0, 0.0], [0.1, 0.0, 0.0], [0.0, 0.0, 0.0], [0.0, 0.0, 0.0], [0.0, 0.0, -0.1], [-0.3, -0.1, 0.1], [0.1, 0.0, -0.1], [0.1, 0.0, -0.1], [0.0, 0.0, 0.0], [0.1, 0.0, 0.0], [0.0, 0.0, 0.0], [0.0, 0.0, 0.0], [0.0, 0.0, 0.1], [0.0, 0.0, 0.0], [0.0, 0.0, 0.0], [0.0, 0.0, 0.0], [0.0, 0.0, 0.0], [0.0, 0.0, 0.0], [0.0, 0.0, 0.0], [0.0, 0.0, 0.0], [0.0, 0.0, 0.0], [0.0, 0.0, 0.0], [0.0, 0.0, 0.0], [0.0, 0.0, 0.0]]}


{"formula": "C2HF5OS", "method": "the ωB97M-V functional and the def2-TZVPD basis", "homo_energy_ev": -10.7, "smiles": "FOC(F)(F)C(F)(F)S", "lumo_ev": -1.0, "fmax_ev_per_a": 4.47, "gap_ev": 9.7, "elements": ["C", "C", "O", "F", "F", "F", "F", "F", "S", "H"], "xyz": [[-0.62404, 0.13857, -0.25723], [0.81677, 0.55162, 0.11440], [-0.93914, -0.90141, 0.45923], [-0.71964, -0.04819, -1.60443], [-1.43840, 1.20101, 0.02541], [0.79762, 0.80458, 1.39357], [1.12117, 1.68979, -0.55700], [-2.33199, -1.22549, 0.56937], [1.99345, -0.62630, -0.38166], [1.32419, -1.58418, 0.23835]], "forces_ev_per_angstrom": [[-1.7, 3.4, -2.4], [-0.3, 0.2, -1.4], [-0.3, -3.2, 2.2], [0.0, -0.1, 0.6], [0.3, -0.4, -0.1], [0.2, 0.6, 1.9], [-0.4, 0.1, 0.1], [0.9, 0.9, -0.7], [1.3, -0.8, -0.4], [0.0, -0.6, 0.2]]}